No. 1
Here is a cluster of 3 separate species, C7H18N2 in total at a distorted geometry from OMol25. Energies are from ωB97M-V/def2-TZVPD.

CARTESIAN COORDINATES (ANGSTROEM)
1 C 0.61 -0.53 1.47
2 C -0.93 1.25 0.09
3 C 0.95 0.51 2.47
4 C -0.46 -1.51 1.81
5 C 1.50 -0.82 0.39
6 C 0.11 2.09 -0.63
7 H -1.06 1.56 1.12
8 H -1.91 1.36 -0.40
9 H 1.87 -1.85 0.41
10 H 1.65 0.07 3.19
11 H 0.08 0.85 3.03
12 H 1.45 1.36 2.03
13 H -1.29 -1.05 2.35
14 H -0.03 -2.28 2.46
15 H -0.84 -1.99 0.90
16 H 2.32 -0.12 0.27
17 H 0.70 -1.03 -0.64
18 H 0.29 1.69 -1.63
19 H -0.21 3.13 -0.74
20 H 1.07 2.08 -0.10
21 N -0.62 -1.16 -1.47
22 C -0.72 -0.64 -3.70
23 N -0.05 -0.77 -2.61
24 H -1.65 -1.20 -1.54
25 H -0.81 0.11 -0.18
26 H -0.19 -0.43 -4.61
27 H -1.82 -0.69 -3.72

Values from the calculation:
- gap between HOMO and LUMO (spin up / spin down) (eV) = 6.04 / 6.03
- total charge = 0
- HOMO energy (spin up / spin down) (Ha) = -0.249 / -0.249
- DFT total energy (eV) = -10525.5907
- ΔE to the lowest compared entry with this formula, charge and spin (eV) = 6.019

***

No. 2
Here is a cluster of 3 separate species, C18H51N7O4P2S in total at a distorted geometry from OMol25. Energies are from ωB97M-V/def2-TZVPD.

CARTESIAN COORDINATES (ANGSTROEM)
1 C -2.98 -1.56 -4.86
2 C -3.67 -0.20 -4.76
3 O -4.04 0.15 -6.09
4 C -2.78 0.89 -4.11
5 N -2.69 2.09 -4.95
6 C -2.07 3.19 -4.22
7 C -2.04 4.42 -5.10
8 O -1.37 4.19 -6.33
9 C 0.01 4.37 -6.29
10 S 0.82 2.81 -6.81
11 H -3.30 -2.23 -4.06
12 H -1.89 -1.46 -4.82
13 H -3.22 -2.01 -5.83
14 H -4.57 -0.29 -4.14
15 H -4.65 0.90 -6.05
16 H -1.77 0.46 -3.97
17 H -3.16 1.17 -3.12
18 H -2.08 1.86 -5.72
19 H -1.06 2.93 -3.87
20 H -2.69 3.41 -3.34
21 H -1.63 5.29 -4.55
22 H -3.07 4.67 -5.36
23 H 0.38 4.65 -5.30
24 H 0.29 5.15 -7.00
25 H 1.86 2.83 -5.96
26 O -2.55 1.93 0.15
27 P -1.24 2.06 0.80
28 N -0.22 2.93 -0.21
29 C 1.19 3.09 0.06
30 C -0.80 4.16 -0.74
31 N -0.58 0.48 0.90
32 C 0.36 0.01 -0.11
33 C -1.62 -0.52 1.12
34 N -0.84 2.63 2.34
35 C -0.34 1.70 3.37
36 C -1.89 3.49 2.91
37 H 1.39 3.87 0.82
38 H 1.70 3.39 -0.86
39 H 1.65 2.18 0.40
40 H -0.82 4.97 0.00
41 H -1.82 3.97 -1.07
42 H -0.22 4.50 -1.60
43 H 0.04 0.22 -1.14
44 H 0.47 -1.07 0.00
45 H 1.36 0.43 0.03
46 H -2.15 -0.79 0.20
47 H -2.37 -0.16 1.83
48 H -1.16 -1.41 1.55
49 H -1.04 0.90 3.62
50 H -0.15 2.30 4.27
51 H 0.60 1.26 3.06
52 H -2.78 2.92 3.20
53 H -2.20 4.24 2.17
54 H -1.51 4.02 3.78
55 O 0.33 -3.17 2.85
56 P 1.76 -3.46 3.07
57 N 2.14 -4.92 2.33
58 C 3.44 -5.54 2.51
59 C 1.70 -5.04 0.95
60 N 1.94 -3.73 4.75
61 C 1.95 -5.09 5.29
62 C 1.02 -2.89 5.52
63 N 3.11 -2.49 2.78
64 C 3.87 -1.93 3.90
65 C 2.82 -1.44 1.78
66 H 4.22 -5.08 1.89
67 H 3.36 -6.60 2.24
68 H 3.78 -5.51 3.54
69 H 2.33 -4.47 0.25
70 H 0.67 -4.70 0.85
71 H 1.73 -6.09 0.65
72 H 1.14 -5.72 4.89
73 H 1.83 -5.04 6.37
74 H 2.89 -5.59 5.12
75 H 0.01 -3.30 5.55
76 H 0.96 -1.89 5.09
77 H 1.40 -2.79 6.54
78 H 3.29 -1.27 4.55
79 H 4.69 -1.34 3.47
80 H 4.32 -2.71 4.50
81 H 2.17 -0.66 2.17
82 H 2.34 -1.88 0.91
83 H 3.75 -0.99 1.45

Values from the calculation:
- gap between HOMO and LUMO (eV) = 9.10
- total charge = 0
- HOMO energy (Ha) = -0.318
- DFT total energy (eV) = -67527.5655
- structure (SMILES) = CN(C)P(=O)(N(C)C)N(C)C.CN(C)P(=O)(N(C)C)N(C)C.C[C@H](O)CNCCOCS

***

No. 3
Here is the ion C4H4N2O2P with charge -1 at a distorted geometry from OMol25. Energies are from ωB97M-V/def2-TZVPD.

CARTESIAN COORDINATES (ANGSTROEM)
1 C -1.12 1.59 -0.13
2 C 1.09 0.93 0.36
3 C -1.63 0.35 -0.19
4 C -2.01 -0.92 0.15
5 N 0.18 1.88 0.26
6 N 1.06 -0.32 -0.06
7 O -2.04 -2.05 0.52
8 O -3.06 -0.14 -0.36
9 P 2.53 -1.08 -0.16
10 H -1.67 2.50 -0.30
11 H 2.13 1.31 0.46
12 H 2.40 -2.08 -1.23
13 H 2.15 -1.96 0.67

Values from the calculation:
- gap between HOMO and LUMO (eV) = 7.67
- total charge = -1
- HOMO energy (Ha) = -0.134
- DFT total energy (eV) = -20574.4258
- ΔE to the lowest compared entry with this formula, charge and spin (eV) = 1.878
- structure (SMILES) = [O-]C1=C(/C=N\C=N\P)O1

***

No. 4
Here is a cluster of 2 separate species, C5H16N3 in total at a distorted geometry from OMol25. Energies are from ωB97M-V/def2-TZVPD.

CARTESIAN COORDINATES (ANGSTROEM)
1 C -0.63 -0.53 -1.81
2 C 0.92 -1.98 -0.42
3 N 0.68 -0.91 -1.27
4 N -0.12 -2.78 0.00
5 N 2.25 -2.32 -0.24
6 H 1.26 -0.09 -1.31
7 H -0.97 -2.84 -0.53
8 H -0.13 -3.57 0.62
9 H 3.05 -1.87 -0.64
10 H 2.46 -3.14 0.29
11 H -1.12 0.25 -1.22
12 H -1.36 -1.33 -1.85
13 H -0.34 -0.13 -2.78
14 C 0.00 1.53 0.77
15 C -0.59 2.70 0.02
16 C -0.78 1.44 2.17
17 H 1.02 1.54 1.11
18 H -0.56 0.70 0.37
19 H -0.40 3.70 0.38
20 H -0.18 2.77 -0.99
21 H -1.82 1.35 1.88
22 H -0.60 2.34 2.77
23 H -1.66 2.56 -0.04
24 H -0.38 0.60 2.72

Values from the calculation:
- gap between HOMO and LUMO (spin up / spin down) (eV) = 4.66 / 9.62
- total charge = 0
- spin multiplicity = 2
- HOMO energy (spin up / spin down) (Ha) = -0.133 / -0.320
- DFT total energy (eV) = -9911.2896
- ΔE to the lowest compared entry with this formula, charge and spin (eV) = 1.496

***

No. 5
Here is a structure of composition C22H27AuBrN3O3S2 at a distorted geometry from OMol25. Energies are from ωB97M-V/def2-TZVPD.

CARTESIAN COORDINATES (ANGSTROEM)
1 Au 1.66 0.26 -0.20
2 C 1.84 -0.18 5.10
3 C 2.65 -0.32 3.84
4 C 3.99 -0.67 3.83
5 C 4.68 -0.84 2.64
6 C 4.02 -0.64 1.45
7 Br 4.88 -0.96 -0.17
8 N 2.74 -0.25 1.45
9 C 2.06 -0.10 2.61
10 H 2.49 -0.05 5.97
11 H 1.25 -1.08 5.27
12 H 1.16 0.66 5.05
13 H 4.51 -0.81 4.77
14 H 5.72 -1.14 2.63
15 H 1.02 0.19 2.51
16 C -6.42 -0.68 -1.74
17 C -4.96 -0.51 -1.45
18 C -4.15 0.25 -2.29
19 C -2.81 0.47 -2.02
20 C -2.06 1.36 -2.98
21 C -2.25 -0.13 -0.87
22 C -3.06 -0.90 0.01
23 C -2.57 -1.54 1.29
24 C -4.39 -1.07 -0.32
25 C -0.84 0.03 -0.57
26 O -0.30 -0.31 0.54
27 O 0.01 0.52 -1.43
28 H -6.64 -0.59 -2.80
29 H -7.00 0.09 -1.22
30 H -6.78 -1.65 -1.38
31 H -4.58 0.69 -3.18
32 H -2.75 1.84 -3.67
33 H -1.33 0.80 -3.57
34 H -1.50 2.13 -2.46
35 H -1.68 -2.14 1.13
36 H -3.35 -2.17 1.70
37 H -2.31 -0.78 2.02
38 H -5.01 -1.66 0.35
39 S 3.29 1.93 -0.57
40 C 2.35 3.36 -0.81
41 N 3.03 4.53 -0.85
42 C 2.41 5.71 -1.07
43 C 1.06 5.73 -1.25
44 C 0.41 4.49 -1.18
45 N 1.03 3.34 -0.96
46 H 4.03 4.51 -0.73
47 H 3.02 6.60 -1.08
48 H 0.53 6.65 -1.43
49 H -0.67 4.43 -1.32
50 C 0.73 -4.34 0.17
51 S 0.68 -3.04 -1.05
52 C 1.44 -3.93 -2.39
53 O 1.75 -2.05 -0.60
54 H 0.03 -5.12 -0.12
55 H 0.43 -3.90 1.12
56 H 1.75 -4.72 0.23
57 H 0.82 -4.80 -2.64
58 H 2.44 -4.24 -2.08
59 H 1.50 -3.26 -3.25

Values from the calculation:
- gap between HOMO and LUMO (eV) = 5.78
- total charge = +2
- HOMO energy (Ha) = -0.499
- DFT total energy (eV) = -129255.2185
- ΔE to the lowest compared entry with this formula, charge and spin (eV) = 0.152

***

No. 6
Here is a cluster of 2 separate species, CH6O2 in total at a distorted geometry from OMol25. Energies are from ωB97M-V/def2-TZVPD.

CARTESIAN COORDINATES (ANGSTROEM)
1 O -0.56 -0.21 0.67
2 C -2.01 -0.24 0.61
3 H -0.25 0.35 -0.07
4 H -2.47 -0.74 1.48
5 H -2.23 -0.84 -0.29
6 H -2.48 0.75 0.49
7 O 3.34 0.41 -0.58
8 H 2.58 0.09 -1.11
9 H 4.09 0.44 -1.21

Values from the calculation:
- gap between HOMO and LUMO (eV) = 11.06
- total charge = 0
- HOMO energy (Ha) = -0.382
- DFT total energy (eV) = -5228.5252
- ΔE to the lowest compared entry with this formula, charge and spin (eV) = 0.365
- structure (SMILES) = CO.O

***

Q: Which formula does entry 3 have?
A: C4H4N2O2P